{"formula": "C38H54CsN5O4P2STe", "method": "ωB97M-V/def2-TZVPD", "charge": -2, "e_tot_ha": -3424.349237, "de_lowest_kcal_mol": 61.28, "homo_lumo_gap_ev": 5.1, "symbols": ["Cs", "C", "C", "N", "C", "C", "N", "C", "C", "N", "H", "H", "H", "H", "H", "H", "H", "H", "H", "H", "H", "H", "H", "H", "H", "C", "C", "C", "C", "C", "C", "C", "C", "C", "S", "C", "N", "H", "H", "H", "H", "H", "H", "H", "H", "C", "C", "O", "P", "O", "Te", "O", "C", "C", "H", "H", "H", "H", "H", "H", "H", "H", "H", "H", "C", "C", "C", "C", "C", "C", "C", "C", "C", "C", "C", "C", "C", "C", "H", "H", "H", "H", "H", "H", "H", "H", "H", "H", "H", "C", "P", "C", "C", "O", "H", "H", "H", "H", "H", "H", "H", "H", "H", "N", "C", "H"], "xyz": [[0.317, 1.079, -0.955], [1.991, 5.071, 0.647], [0.597, 4.711, 1.173], [0.410, 3.306, 1.438], [1.027, 2.712, 2.606], [2.554, 2.511, 2.533], [3.097, 2.090, 1.275], [4.200, 2.784, 0.679], [3.845, 3.854, -0.404], [2.451, 4.217, -0.419], [1.979, 6.141, 0.374], [2.712, 4.988, 1.463], [0.404, 5.345, 2.061], [-0.139, 4.995, 0.415], [-0.573, 3.076, 1.426], [0.833, 3.297, 3.525], [0.541, 1.740, 2.738], [3.048, 3.450, 2.795], [2.801, 1.820, 3.359], [2.929, 1.160, 0.932], [4.795, 3.264, 1.469], [4.850, 2.055, 0.188], [4.508, 4.726, -0.246], [4.084, 3.436, -1.382], [2.109, 4.455, -1.336], [2.320, -1.161, 2.146], [3.106, -1.751, 1.011], [3.621, -3.069, 1.118], [4.382, -3.559, 0.104], [4.651, -2.764, -1.033], [5.452, -3.250, -2.095], [5.666, -2.438, -3.175], [5.099, -1.157, -3.240], [4.297, -0.620, -2.238], [3.577, 0.941, -2.419], [4.083, -1.466, -1.078], [3.314, -1.007, -0.048], [2.174, -1.883, 2.948], [1.332, -0.811, 1.827], [2.861, -0.306, 2.557], [3.405, -3.659, 2.000], [4.793, -4.563, 0.151], [5.874, -4.247, -2.035], [6.276, -2.788, -4.001], [5.270, -0.540, -4.113], [-4.713, 5.225, -3.000], [-3.549, 4.340, -2.613], [-3.389, 3.352, -3.635], [-2.410, 2.101, -3.277], [-1.198, 2.603, -2.570], [-2.252, 0.859, -5.277], [-3.271, 1.313, -2.142], [-4.442, 0.567, -2.485], [-4.225, -0.886, -2.124], [-4.849, 6.017, -2.260], [-5.634, 4.643, -3.060], [-4.537, 5.683, -3.974], [-3.727, 3.856, -1.648], [-2.624, 4.916, -2.526], [-4.654, 0.674, -3.551], [-5.275, 1.002, -1.922], [-3.384, -1.279, -2.694], [-5.120, -1.475, -2.338], [-3.990, -0.996, -1.062], [-4.432, -4.837, 1.576], [-4.157, -4.059, 2.696], [-3.293, -2.977, 2.618], [-2.668, -2.641, 1.410], [-2.967, -3.428, 0.290], [-3.831, -4.510, 0.367], [-1.729, -1.503, 1.229], [-1.143, -0.716, 2.143], [-1.224, -0.815, 3.562], [-0.468, -1.774, 4.285], [-0.475, -1.817, 5.665], [-1.230, -0.915, 6.414], [-1.975, 0.039, 5.725], [-1.969, 0.102, 4.343], [-5.110, -5.680, 1.644], [-4.625, -4.296, 3.645], [-3.099, -2.382, 3.498], [-2.508, -3.159, -0.656], [-4.041, -5.096, -0.521], [-1.501, -1.353, 0.173], [0.107, -2.500, 3.722], [0.114, -2.576, 6.172], [-1.231, -0.950, 7.497], [-2.569, 0.759, 6.279], [-2.538, 0.872, 3.836], [0.897, -3.378, -1.696], [0.009, -2.250, -2.783], [-1.069, -3.278, -3.802], [1.226, -1.571, -3.905], [-0.768, -1.230, -2.018], [1.427, -4.148, -2.259], [0.187, -3.835, -1.004], [1.620, -2.802, -1.116], [-0.501, -4.019, -4.367], [-1.600, -2.613, -4.486], [-1.797, -3.781, -3.163], [1.849, -2.354, -4.342], [1.876, -0.865, -3.374], [0.699, -1.024, -4.689], [-3.208, 1.545, 0.879], [-2.872, 2.451, 1.524], [-3.096, 0.661, 0.411]], "forces_ev_per_angstrom": [[0.80, 0.10, 0.86], [0.05, -0.07, 0.04], [0.00, -0.02, -0.01], [0.01, -0.08, -0.10], [-0.05, 0.00, -0.02], [0.02, 0.02, 0.00], [-0.03, 0.04, -0.06], [0.02, 0.01, 0.01], [0.00, -0.01, -0.06], [-0.05, 0.01, -0.02], [0.00, 0.01, 0.00], [-0.01, 0.00, 0.00], [0.01, 0.02, 0.00], [-0.02, -0.02, 0.01], [-0.03, 0.07, 0.09], [-0.02, -0.04, 0.03], [0.04, -0.02, 0.00], [0.00, -0.01, -0.01], [-0.01, -0.01, 0.00], [0.01, -0.04, 0.02], [0.00, 0.00, 0.00], [0.01, 0.01, 0.01], [0.00, 0.01, -0.04], [-0.01, -0.03, 0.01], [-0.02, 0.09, 0.03], [0.02, 0.03, 0.01], [0.00, -0.08, 0.03], [0.00, 0.05, -0.01], [0.00, 0.00, 0.00], [0.10, -0.14, -0.04], [-0.05, 0.03, 0.08], [0.00, 0.04, -0.04], [0.05, -0.02, -0.07], [-0.09, 0.03, 0.05], [0.11, -0.10, 0.05], [-0.16, 0.01, 0.03], [0.07, 0.11, -0.04], [0.01, -0.01, -0.01], [0.00, -0.01, 0.00], [-0.01, 0.00, 0.02], [-0.01, 0.01, 0.00], [0.01, 0.00, -0.01], [0.00, 0.00, 0.01], [0.00, 0.01, -0.01], [0.01, -0.02, 0.00], [-0.01, 0.02, 0.00], [0.02, -0.02, 0.00], [-0.11, -0.03, 0.05], [0.01, 0.26, 0.11], [-0.47, 0.26, -0.50], [0.05, -0.11, -0.15], [0.06, -0.06, -0.12], [-0.01, 0.00, 0.08], [-0.01, 0.03, 0.00], [0.00, 0.00, 0.00], [0.00, -0.01, 0.00], [0.01, 0.00, 0.00], [-0.01, 0.01, 0.00], [0.00, 0.00, 0.00], [0.00, -0.01, 0.00], [0.01, -0.01, 0.01], [0.01, 0.01, 0.02], [-0.01, 0.01, 0.00], [0.00, -0.03, 0.00], [-0.01, -0.01, 0.02], [0.00, 0.00, -0.01], [-0.01, -0.02, -0.02], [0.05, 0.12, 0.01], [-0.02, -0.04, -0.02], [0.02, 0.03, -0.01], [-0.13, -0.03, 0.03], [0.07, 0.02, -0.08], [0.03, -0.08, 0.04], [-0.04, 0.03, -0.07], [0.00, 0.01, 0.07], [0.03, -0.03, -0.04], [-0.03, 0.04, 0.00], [-0.01, 0.01, 0.02], [0.00, 0.00, 0.00], [0.00, -0.01, 0.00], [0.00, 0.00, 0.01], [0.00, 0.00, 0.00], [0.00, 0.00, 0.00], [0.03, 0.01, -0.05], [-0.01, 0.00, 0.01], [0.00, 0.00, 0.00], [0.00, 0.00, 0.00], [0.00, 0.00, 0.00], [0.00, -0.01, 0.00], [0.02, -0.04, 0.05], [-0.14, 0.10, 0.05], [-0.02, -0.04, -0.04], [0.05, 0.09, -0.05], [-0.08, -0.53, -0.28], [0.00, -0.01, 0.01], [0.00, -0.01, -0.01], [0.00, 0.01, -0.01], [-0.01, 0.00, -0.01], [0.00, 0.00, 0.00], [0.01, -0.01, 0.01], [-0.03, -0.03, 0.00], [-0.04, -0.01, -0.02], [0.01, 0.02, 0.01], [0.37, -0.10, 0.06], [-0.29, 0.24, -0.01], [-0.09, -0.02, -0.02]]}